No. 1
{"formula": "C33H25F3N6O5Rb", "method": "the ωB97M-V functional and the def2-TZVPD basis", "elements": ["Rb", "O", "C", "N", "C", "O", "C", "C", "C", "C", "C", "N", "C", "C", "C", "C", "C", "N", "H", "H", "H", "H", "H", "H", "H", "H", "C", "O", "C", "C", "C", "C", "C", "C", "O", "C", "O", "C", "H", "H", "H", "H", "H", "H", "H", "H", "H", "N", "C", "C", "C", "C", "N", "C", "C", "H", "H", "H", "H", "F", "C", "F", "F", "C", "C", "C", "N", "C", "C", "H", "H", "H", "H"], "xyz": [[0.086794, -0.219722, 0.602564], [1.397010, -4.789729, 0.784531], [0.623562, -3.890582, 1.177055], [0.827931, -2.840662, 2.019566], [2.026640, -2.522394, 2.553772], [3.217662, -2.773154, 2.291417], [1.781682, -1.635277, 3.829529], [2.603131, -1.802578, 4.989100], [2.418095, -0.911822, 6.039032], [1.469417, 0.139564, 5.960508], [0.725819, 0.213061, 4.784716], [0.852016, -0.711163, 3.844989], [-0.726727, -3.833427, 0.567497], [-1.122755, -4.946822, -0.218715], [-2.273174, -4.771526, -0.939590], [-3.158973, -3.699129, -0.696947], [-2.597103, -2.654203, 0.020126], [-1.408874, -2.701593, 0.619030], [3.310481, -2.617154, 5.027334], [3.011118, -1.063267, 6.935205], [1.298746, 0.937058, 6.660462], [0.069580, 1.069229, 4.610403], [-0.541939, -5.841748, -0.296769], [-2.455945, -5.455841, -1.796732], [-4.136864, -3.609112, -1.249733], [-3.039207, -1.626741, 0.075106], [-6.242583, 2.791461, -2.961074], [-5.488832, 3.922325, -2.475632], [-4.429875, 3.694400, -1.582763], [-4.060465, 4.740364, -0.727107], [-2.997066, 4.529521, 0.115847], [-2.349329, 3.310803, 0.254808], [-1.265114, 3.199962, 1.279965], [-1.085905, 4.374186, 2.220441], [-0.476182, 2.220718, 1.440061], [-2.754035, 2.214317, -0.601155], [-2.207003, 1.066206, -0.461703], [-3.743431, 2.464201, -1.569227], [-6.991638, 3.333084, -3.526767], [-6.675637, 2.212057, -2.104923], [-5.608022, 2.166987, -3.645860], [-4.502148, 5.712734, -0.766104], [-2.671882, 5.439047, 0.637375], [-1.980837, 4.689705, 2.788123], [-0.662067, 5.248233, 1.729860], [-0.325117, 4.085037, 2.983748], [-3.974751, 1.635458, -2.246406], [7.270030, 3.651451, 1.516557], [6.309324, 3.026884, 1.294577], [5.162530, 2.265256, 1.072616], [3.922318, 2.867604, 0.833691], [2.817599, 2.018832, 0.706394], [2.923414, 0.655146, 0.535178], [4.135072, 0.099046, 0.826710], [5.245674, 0.863661, 1.155324], [3.880648, 3.955192, 0.833062], [1.834757, 2.486219, 0.690962], [4.151881, -0.972246, 0.781233], [6.168172, 0.449531, 1.388784], [2.354850, -3.704361, -6.264220], [1.466122, -2.645319, -6.173239], [0.442540, -2.888869, -7.002233], [2.071233, -1.514955, -6.649130], [0.995675, -2.449932, -4.805985], [-0.077736, -1.617142, -4.509409], [-0.300255, -1.164575, -3.211755], [0.387705, -1.624331, -2.158823], [1.294810, -2.562857, -2.431389], [1.591294, -3.029055, -3.679348], [-0.812526, -1.311306, -5.226619], [-1.160236, -0.492190, -3.027095], [1.794055, -3.057933, -1.567819], [2.364848, -3.795822, -3.902989]], "atomic_forces_ev_per_a": [[-0.2, -0.4, 0.1], [-0.7, 0.8, 0.8], [2.0, 0.5, 0.0], [0.8, -0.7, -0.2], [0.0, 0.0, 1.2], [-1.3, 0.2, -0.2], [1.2, -0.5, 1.1], [-1.0, 0.6, -0.8], [-0.4, 0.1, 0.3], [0.3, -0.6, -1.2], [0.8, -0.4, 1.0], [-0.7, 0.8, -2.0], [-0.5, -1.3, -0.7], [-0.3, 1.6, 0.5], [-1.3, -0.7, -1.0], [0.4, 0.1, -1.2], [-0.8, 1.4, 0.2], [-0.2, -0.5, -0.1], [0.2, 0.1, 0.0], [0.0, 0.2, 0.0], [0.4, -0.1, 0.6], [-0.1, -0.5, -0.1], [0.5, 0.0, -0.1], [-0.3, 0.2, 1.0], [1.3, 0.0, 0.7], [-0.1, -1.1, -0.1], [1.1, 0.5, 0.3], [0.7, -0.3, 0.9], [-0.3, -1.7, -1.0], [0.2, -0.3, -0.4], [-0.2, 1.1, 0.2], [1.1, -0.2, 0.9], [0.4, -1.6, -0.6], [0.8, 0.0, 1.5], [-1.7, 2.5, -0.3], [1.7, -1.4, 1.2], [-0.6, 0.5, -0.6], [-1.4, 1.1, -0.5], [-0.5, -0.6, -0.2], [0.4, 0.3, -0.8], [-0.7, 0.3, 0.7], [-0.4, 0.3, -0.2], [0.0, -0.6, 0.1], [0.2, -0.2, -0.6], [-0.2, 0.1, -0.3], [-0.5, 0.0, -0.6], [-0.1, 0.4, 0.3], [-1.7, -1.1, -0.5], [3.1, 2.1, 0.7], [-1.7, -1.5, -0.2], [0.3, -0.6, 0.5], [0.7, -0.8, -0.8], [1.0, 1.6, 1.4], [-1.3, 1.2, -0.5], [-1.4, 1.2, -0.7], [-0.4, -0.3, 0.0], [-0.1, -0.5, -0.3], [0.2, -0.4, 0.1], [1.4, -1.0, 0.4], [-0.8, 1.3, -0.2], [0.7, -0.6, -1.0], [0.1, -0.2, -0.3], [0.0, -1.0, 0.3], [-0.8, 0.3, 2.7], [-0.2, 0.5, -0.1], [-0.6, -0.7, 0.3], [0.0, 0.3, -0.6], [0.1, -0.8, 1.9], [1.5, -0.5, -2.5], [0.2, 0.3, -0.7], [0.7, -0.3, 0.1], [-0.4, 0.6, -0.5], [-0.5, 0.7, 0.8]], "charge": -1, "energy_ha": -2301.0366, "homo_energy_ev": -4.7676, "homo_lumo_gap_ev": 6.37, "relative_energy_ev": 0.000}

No. 2
{"formula": "C33H26BCl3F5N4O2PRuS3Si", "method": "the ωB97M-V functional and the def2-TZVPD basis", "elements": ["Ru", "F", "C", "C", "F", "C", "F", "C", "S", "C", "F", "C", "F", "O", "C", "O", "C", "C", "C", "C", "C", "C", "P", "C", "C", "C", "C", "C", "C", "C", "C", "C", "C", "C", "C", "H", "H", "H", "H", "H", "H", "H", "H", "H", "H", "H", "H", "H", "H", "C", "N", "C", "C", "N", "B", "N", "C", "C", "N", "C", "C", "S", "C", "S", "H", "H", "H", "H", "H", "H", "H", "H", "H", "H", "H", "H", "Cl", "Si", "Cl", "Cl"], "xyz": [[0.381708, -0.234024, -0.051738], [5.610392, -4.708702, 1.509125], [4.801261, -3.848979, 0.881632], [4.154478, -2.855203, 1.586345], [4.338689, -2.755053, 2.907442], [3.329520, -1.960421, 0.928815], [2.762987, -1.024959, 1.685106], [3.092208, -2.027681, -0.440420], [2.069310, -0.928798, -1.374460], [3.771921, -3.039428, -1.118011], [3.646454, -3.171371, -2.439720], [4.611070, -3.935405, -0.483261], [5.238499, -4.891542, -1.179812], [2.598397, 2.944131, 1.616689], [2.004705, 2.695823, 0.572474], [1.880304, 1.591494, -0.059977], [1.246595, 3.780474, -0.175041], [1.567099, 5.122221, -0.015120], [0.939709, 6.089866, -0.781173], [-0.023170, 5.713631, -1.708032], [-0.368912, 4.379147, -1.845839], [0.250858, 3.395779, -1.072891], [-0.307711, 1.644437, -1.362643], [0.062126, 1.641164, -3.160050], [1.407732, 1.573081, -3.517042], [1.776699, 1.584442, -4.852858], [0.808572, 1.682198, -5.843522], [-0.529453, 1.778341, -5.491231], [-0.901474, 1.759544, -4.153967], [-2.134404, 1.843751, -1.292892], [-2.924359, 0.785071, -1.744337], [-4.295076, 0.787842, -1.556310], [-4.901422, 1.846264, -0.891721], [-4.128355, 2.895377, -0.423495], [-2.752116, 2.892461, -0.617951], [2.331346, 5.375858, 0.709131], [1.205151, 7.134275, -0.668485], [-0.506362, 6.460312, -2.326764], [-1.127105, 4.100344, -2.567977], [2.161979, 1.494698, -2.742268], [2.824135, 1.511850, -5.118764], [1.097246, 1.684622, -6.887602], [-1.290789, 1.857817, -6.257912], [-1.949594, 1.823693, -3.892912], [-2.468167, -0.058135, -2.243405], [-4.882604, -0.051702, -1.906586], [-5.971735, 1.841513, -0.725363], [-4.589318, 3.714650, 0.114595], [-2.161388, 3.704410, -0.217035], [0.301257, -5.333871, 1.261581], [-0.822652, -4.527949, 1.708099], [-2.051773, -5.053206, 2.027076], [-2.822506, -4.014319, 2.418135], [-2.071109, -2.868425, 2.353230], [-2.677832, -1.453504, 2.720398], [-1.569263, -0.696727, 3.505970], [-1.137609, -1.080938, 4.753304], [-0.043354, -0.351231, 5.061513], [0.192571, 0.477747, 3.986637], [1.303820, 1.412364, 3.887234], [-0.741133, 0.247374, 3.045310], [-0.866708, 1.056688, 1.509874], [-0.853884, -3.178887, 1.872654], [0.529048, -2.165760, 1.611211], [0.418097, -6.178882, 1.940003], [1.194556, -4.717273, 1.272839], [0.130980, -5.682681, 0.247065], [-2.257548, -6.106328, 1.950029], [-3.841801, -3.988133, 2.760231], [-3.608942, -1.650150, 3.474311], [-2.982915, -0.880856, 1.714025], [-1.641925, -1.853956, 5.306238], [0.595976, -0.352827, 5.926116], [2.097418, 1.062770, 4.543570], [0.990895, 2.413844, 4.179203], [1.677784, 1.454872, 2.871458], [-2.429613, -2.411642, -0.868422], [-0.462498, -1.885303, -1.396422], [0.403329, -3.805881, -1.514389], [-0.710304, -1.526110, -3.430844]], "atomic_forces_ev_per_a": [[-1.4, 0.7, 0.5], [0.0, -0.1, 0.0], [0.0, 0.0, 0.0], [0.0, 0.0, 0.0], [0.0, 0.0, 0.1], [0.2, 0.0, -0.1], [0.6, 0.6, 0.0], [0.1, -0.1, -0.1], [0.7, -0.4, -0.6], [0.0, 0.0, 0.0], [-0.1, 0.0, -0.1], [0.0, 0.0, 0.0], [0.0, 0.0, 0.0], [0.2, 0.0, -0.1], [-0.7, -0.2, -0.6], [1.1, 0.0, 0.9], [0.0, -0.1, 0.1], [0.0, 0.0, 0.0], [0.0, 0.0, 0.0], [0.0, 0.0, 0.0], [0.0, 0.0, 0.0], [-0.1, 0.0, 0.1], [0.1, 0.0, -0.4], [0.1, 0.0, 0.0], [0.0, -0.1, 0.0], [0.0, 0.0, 0.0], [0.0, 0.0, 0.0], [0.0, 0.0, 0.0], [0.0, 0.0, 0.0], [0.0, -0.2, 0.1], [0.0, 0.1, -0.1], [0.0, 0.1, 0.0], [0.0, -0.1, 0.0], [0.1, 0.0, 0.0], [-0.1, 0.0, 0.0], [0.0, 0.0, 0.0], [0.0, 0.0, 0.0], [0.0, 0.0, 0.0], [0.0, 0.0, 0.0], [0.0, 0.0, 0.0], [0.0, 0.0, 0.0], [0.0, 0.0, 0.0], [0.0, 0.0, 0.0], [0.0, 0.0, 0.0], [0.0, 0.1, 0.0], [0.0, 0.0, 0.0], [0.0, 0.0, 0.0], [0.0, 0.0, 0.0], [0.0, 0.0, 0.0], [0.0, 0.0, 0.1], [0.1, 0.0, -0.2], [0.0, 0.0, 0.0], [0.0, 0.0, 0.1], [0.0, 0.1, -0.1], [0.0, -0.1, -0.1], [-0.1, 0.0, 0.0], [0.0, 0.0, 0.0], [0.0, 0.0, -0.1], [0.1, 0.1, 0.0], [-0.1, -0.1, 0.0], [0.0, -0.1, -0.1], [-0.1, -0.1, 0.4], [-0.2, 0.1, -0.1], [-0.4, -0.2, 0.3], [0.0, 0.0, 0.0], [0.0, 0.0, 0.0], [0.0, -0.1, 0.0], [0.0, 0.0, 0.0], [0.0, 0.0, 0.0], [0.0, -0.1, 0.0], [0.0, 0.1, 0.1], [0.0, 0.0, 0.0], [0.0, 0.0, 0.0], [0.0, 0.0, 0.0], [0.0, 0.0, 0.0], [0.0, 0.0, -0.1], [-0.1, -0.1, 0.1], [0.0, -0.3, 0.0], [-0.1, 0.1, -0.1], [0.0, 0.1, -0.3]], "charge": -1, "energy_ha": -5468.1010, "spin_multiplicity": 2, "homo_energy_ev": [-4.9888, -4.9837], "homo_lumo_gap_ev": [7.45, 6.99], "relative_energy_ev": 0.907}

No. 3
{"formula": "C33H26BrF2NO22S", "method": "the ωB97M-V functional and the def2-TZVPD basis", "elements": ["C", "C", "C", "F", "N", "Br", "S", "O", "O", "F", "H", "H", "H", "H", "H", "H", "C", "C", "C", "O", "C", "C", "C", "O", "O", "O", "H", "H", "H", "H", "C", "C", "C", "O", "C", "C", "C", "O", "O", "O", "H", "H", "H", "H", "C", "C", "C", "O", "C", "C", "C", "O", "O", "O", "H", "H", "H", "H", "C", "C", "C", "O", "C", "C", "C", "O", "O", "O", "H", "H", "H", "H", "C", "C", "C", "O", "C", "C", "C", "O", "O", "O", "H", "H", "H", "H"], "xyz": [[-5.594299, 1.897573, 0.274551], [-6.839218, 1.546538, -0.786281], [-8.182588, 1.402980, 0.141919], [-8.215130, 2.597478, 1.049034], [-9.469047, 1.168703, -0.616126], [-9.211527, 0.954143, -2.457995], [-10.713918, 2.330345, -0.229620], [-10.379770, 3.796335, -0.708086], [-12.017788, 1.901844, -1.008475], [-11.108792, 2.297070, 1.472764], [-5.506920, 3.073419, 0.460236], [-4.582719, 1.470073, -0.164480], [-5.915150, 1.354703, 1.288346], [-6.535828, 0.523622, -1.283572], [-6.856767, 2.454332, -1.541559], [-8.008630, 0.456031, 0.844924], [-3.849977, -1.971931, 0.366007], [-2.705383, -2.535127, 0.757716], [-2.596658, -3.236726, 2.066751], [-1.536979, -3.761011, 2.391125], [-3.785454, -3.267465, 2.933018], [-4.928949, -2.701206, 2.542618], [-5.045120, -2.023899, 1.222053], [-6.114680, -1.528600, 0.883115], [-6.049242, -2.724037, 3.352938], [-1.577125, -2.488048, -0.040368], [-3.943645, -1.460738, -0.583849], [-3.687615, -3.765084, 3.889334], [-6.746149, -2.250996, 2.847909], [-0.882058, -2.966296, 0.462064], [-17.620631, -1.074544, -2.243393], [-17.738380, 0.062063, -1.554203], [-16.540344, 0.845572, -1.143766], [-16.680846, 1.896088, -0.527579], [-15.214857, 0.313860, -1.497271], [-15.097228, -0.824543, -2.183452], [-16.295913, -1.593227, -2.617518], [-16.156364, -2.626688, -3.262997], [-13.854524, -1.331360, -2.516648], [-18.980091, 0.554452, -1.196677], [-18.483050, -1.652906, -2.550070], [-14.352067, 0.883946, -1.177376], [-14.034995, -2.160253, -3.011490], [-18.799744, 1.386376, -0.707130], [2.414137, -1.743310, 0.478729], [2.017687, -2.813183, 1.170769], [2.893264, -3.435372, 2.202215], [2.494066, -4.406324, 2.835386], [4.226089, -2.851007, 2.418304], [4.623680, -1.783250, 1.723710], [3.737431, -1.144778, 0.712251], [4.123755, -0.153150, 0.102673], [5.876014, -1.230622, 1.919820], [0.776325, -3.382879, 0.954925], [1.787010, -1.279648, -0.272304], [4.859187, -3.323783, 3.158173], [5.924827, -0.469131, 1.301556], [0.725249, -4.140610, 1.577431], [10.930398, 1.692867, 1.669391], [9.654649, 2.012612, 1.895110], [8.550531, 1.384720, 1.117737], [7.386883, 1.684581, 1.360677], [8.909543, 0.417306, 0.069014], [10.185557, 0.100297, -0.158885], [11.287287, 0.707536, 0.637096], [12.449162, 0.382473, 0.416774], [10.530202, -0.806062, -1.144749], [9.311665, 2.939840, 2.861926], [11.742719, 2.139881, 2.228526], [8.098541, -0.018162, -0.500530], [11.509870, -0.866857, -1.112255], [8.331713, 2.996060, 2.833461], [15.370458, 1.286120, -1.094486], [16.061122, 0.756298, -2.105917], [16.972223, 1.587966, -2.940098], [17.608235, 1.069160, -3.850780], [17.068674, 3.023714, -2.633625], [16.375277, 3.553993, -1.624344], [15.485743, 2.717001, -0.773282], [14.875272, 3.229538, 0.158807], [16.459144, 4.903066, -1.332512], [15.955879, -0.587287, -2.415471], [14.706347, 0.692792, -0.478664], [17.720737, 3.620023, -3.258898], [15.867037, 5.040378, -0.561113], [16.552573, -0.725668, -3.182990]], "atomic_forces_ev_per_a": [[-0.8, -0.2, 0.2], [1.4, 0.7, 1.1], [2.7, -0.4, 0.9], [-0.6, -2.6, -2.3], [0.2, 1.4, 2.2], [-0.7, 0.2, 0.1], [-5.5, 4.9, -5.2], [-0.3, -5.9, 3.1], [5.3, 0.5, 3.9], [1.6, -0.4, -3.6], [-0.2, -2.8, -0.4], [-2.1, 0.9, 1.1], [1.2, 1.3, -2.1], [-1.1, 2.1, 0.9], [-0.4, -2.1, 1.4], [-0.6, 2.3, -1.3], [-0.6, 0.1, 0.2], [1.5, 0.4, -1.7], [0.4, -0.6, 0.9], [-0.8, 0.4, -0.4], [0.4, -0.1, -0.1], [-1.2, -0.3, 1.5], [-0.1, 0.5, -0.9], [0.4, -0.3, 0.5], [1.1, 0.4, -1.6], [-1.8, -0.4, 1.7], [0.0, -0.1, 0.1], [0.0, 0.0, -0.1], [0.3, -0.2, 0.2], [0.2, 0.3, -0.3], [0.2, -0.3, -0.2], [-1.9, 0.2, 0.2], [0.7, 0.8, 0.4], [-0.3, -0.8, -0.4], [-0.2, 0.3, 0.2], [1.8, -0.2, -0.2], [-0.6, -0.7, -0.4], [0.2, 0.7, 0.5], [-1.9, 0.0, 0.0], [1.9, 0.0, -0.1], [0.1, 0.0, 0.0], [0.0, 0.0, 0.0], [0.0, 0.4, 0.2], [0.0, -0.3, -0.2], [0.1, 0.2, 0.0], [-1.4, 0.0, -0.8], [0.3, -0.7, 0.8], [0.0, 0.7, -0.7], [-0.3, -0.3, 0.0], [1.8, 0.4, 0.7], [-0.2, 0.8, -0.8], [-0.1, -0.8, 0.6], [-1.9, -0.3, -0.8], [2.1, -0.1, 0.8], [0.0, 0.0, 0.0], [-0.1, 0.0, 0.0], [0.0, -0.1, 0.3], [-0.1, 0.3, -0.1], [0.3, -0.2, -0.2], [0.1, 1.3, 1.4], [-0.8, -0.3, -0.4], [0.8, -0.1, 0.1], [-0.3, 0.2, 0.3], [-0.1, -1.3, -1.5], [1.0, 0.3, 0.4], [-0.9, 0.0, -0.1], [0.3, 1.3, 1.5], [-0.3, -1.3, -1.5], [0.0, 0.0, 0.0], [0.0, 0.0, 0.0], [-0.4, 0.0, 0.0], [0.4, 0.0, 0.0], [-0.1, 0.2, 0.2], [-0.5, -1.7, 0.0], [0.7, 0.3, -0.8], [-0.6, 0.1, 0.7], [0.1, -0.3, -0.2], [0.5, 1.8, 0.0], [-0.7, -0.3, 0.8], [0.5, 0.0, -0.7], [-0.6, -1.9, 0.2], [0.6, 1.8, -0.2], [0.0, 0.1, 0.0], [0.0, 0.0, 0.0], [0.2, -0.1, -0.3], [-0.2, 0.1, 0.3]], "charge": 0, "energy_ha": -6154.8243, "homo_energy_ev": -9.6286, "homo_lumo_gap_ev": 7.55}